P.
Formula: C3H8Se
Source: the OMol25 dataset
Level of theory: ωB97M-V/def2-TZVPD

CARTESIAN COORDINATES (ANGSTROEM)
1 C -1.41 -0.17 0.16
2 C 1.05 -0.96 0.14
3 C 0.04 0.01 0.50
4 Se 0.32 2.06 -1.89
5 H -1.49 0.04 -0.90
6 H -2.04 0.39 0.92
7 H -1.76 -1.28 0.16
8 H 1.94 -0.65 0.83
9 H 0.79 -1.95 0.52
10 H 1.22 -0.89 -0.88
11 H 0.21 0.88 1.14
12 H 1.13 2.51 -0.72

The value obtained for the orbital gap (alpha / beta) is 5.86 / 5.87 eV. The HOMO energy (alpha / beta) comes out at -7.65 / -7.65 eV. As for the multiplicity: 1.


Q.
Formula: C3H8Se
Source: the OMol25 dataset
Level of theory: ωB97M-V/def2-TZVPD

CARTESIAN COORDINATES (ANGSTROEM)
1 C -1.16 0.01 0.37
2 C -0.10 0.59 -0.60
3 C 1.31 -0.70 -0.74
4 Se 2.94 0.07 -0.24
5 H -0.57 -0.62 0.93
6 H -1.53 0.90 0.86
7 H -2.03 -0.49 -0.03
8 H -0.46 0.83 -1.60
9 H 0.40 1.52 -0.19
10 H 0.98 -1.36 0.13
11 H 1.38 -1.17 -1.74
12 H 2.46 0.55 1.01

The value obtained for the orbital gap is 9.31 eV. The HOMO energy comes out at -8.33 eV. As for the multiplicity: 1.


The most stable of them is Q.


P.
Formula: C2H5N5
Source: the OMol25 dataset
Level of theory: ωB97M-V/def2-TZVPD

CARTESIAN COORDINATES (ANGSTROEM)
1 C -1.98 -0.69 0.00
2 C -0.51 -0.53 -0.01
3 N 0.40 -1.47 -0.01
4 N 1.60 -0.85 0.00
5 N 1.46 0.42 0.01
6 N 0.14 0.65 -0.01
7 N -0.43 1.92 0.00
8 H -2.44 -0.21 -0.86
9 H -2.41 -0.24 0.90
10 H -2.21 -1.76 0.00
11 H -0.08 2.40 0.82
12 H -0.10 2.41 -0.82

The value obtained for the orbital gap is 11.18 eV. The HOMO energy comes out at -10.42 eV. The structure (SMILES) is Cc1nnnn1N. As for the multiplicity: 1.


Q.
Formula: C2H5N5
Source: the OMol25 dataset
Level of theory: ωB97M-V/def2-TZVPD

CARTESIAN COORDINATES (ANGSTROEM)
1 C 1.01 -0.08 0.00
2 C -0.60 1.18 0.07
3 H 2.54 -1.30 0.63
4 H 3.26 0.30 -0.11
5 H -1.25 2.11 0.08
6 H -2.91 -0.90 -0.67
7 H -2.01 -1.31 0.99
8 N 2.41 -0.55 0.03
9 N 0.69 1.24 0.03
10 N -0.99 -0.04 -0.26
11 N -2.41 -0.45 0.19
12 N 0.00 -0.98 -0.18

The value obtained for the orbital gap is 9.49 eV. The HOMO energy comes out at -8.73 eV. As for the multiplicity: 1.


The most stable of them is P.


P.
Formula: C4H9OS
Source: the OMol25 dataset
Level of theory: ωB97M-V/def2-TZVPD

CARTESIAN COORDINATES (ANGSTROEM)
1 O -0.65 1.14 -0.84
2 C -0.01 0.09 -0.67
3 C -0.74 -1.25 -0.77
4 C -1.30 -1.43 -2.17
5 H 1.05 0.04 -1.02
6 H -1.54 -1.23 -0.02
7 H -0.04 -2.05 -0.50
8 H -1.98 -0.61 -2.40
9 H -1.86 -2.37 -2.27
10 H -0.51 -1.43 -2.92
11 C 0.93 1.68 1.64
12 S 0.72 -0.11 1.51
13 H 0.03 2.19 1.30
14 H 1.15 1.95 2.67
15 H 1.75 2.02 1.00

The value obtained for the orbital gap is 7.10 eV. The HOMO energy comes out at -3.01 eV. The total charge is -1. As for the multiplicity: 1.


Q.
Formula: C4H9OS
Source: the OMol25 dataset
Level of theory: ωB97M-V/def2-TZVPD

CARTESIAN COORDINATES (ANGSTROEM)
1 O 0.68 0.86 2.06
2 C 0.40 0.93 0.89
3 C 1.46 1.22 -0.16
4 C 1.57 0.21 -1.31
5 H -0.63 0.95 0.54
6 H 2.42 1.41 0.31
7 H 1.16 2.18 -0.62
8 H 1.65 -0.81 -0.94
9 H 2.45 0.45 -1.92
10 H 0.68 0.25 -1.93
11 C -2.49 -1.52 0.65
12 S -0.81 -1.78 0.00
13 H -2.70 -2.17 1.51
14 H -2.60 -0.49 1.02
15 H -3.26 -1.69 -0.10

The value obtained for the orbital gap is 6.39 eV. The HOMO energy comes out at -2.40 eV. The total charge is -1. As for the multiplicity: 1.


The most stable of them is P.


P.
Formula: CH3N3S2
Source: the OMol25 dataset
Level of theory: ωB97M-V/def2-TZVPD

CARTESIAN COORDINATES (ANGSTROEM)
1 N 0.75 0.80 -0.65
2 N -0.40 0.73 0.49
3 N -1.20 -0.28 0.29
4 C -1.36 -1.18 1.16
5 S -0.30 -1.18 2.68
6 S 0.48 0.55 2.07
7 H 1.07 1.79 -0.82
8 H 0.15 0.54 -1.49
9 H -2.16 -1.83 0.98

The value obtained for the orbital gap is 8.00 eV. The HOMO energy comes out at -7.67 eV. The structure (SMILES) is NN1N=CSS1. As for the multiplicity: 1.


Q.
Formula: CH3N3S2
Source: the OMol25 dataset
Level of theory: ωB97M-V/def2-TZVPD

CARTESIAN COORDINATES (ANGSTROEM)
1 N -0.61 -1.10 -0.08
2 N 0.51 -0.57 -0.60
3 N 0.52 0.69 -0.55
4 C 1.48 1.38 -0.13
5 S 3.12 0.57 0.12
6 S 2.37 -1.26 0.01
7 H -0.95 -2.06 -0.30
8 H -0.77 -1.08 0.94
9 H 1.37 2.48 -0.27

The value obtained for the orbital gap is 7.53 eV. The HOMO energy comes out at -7.51 eV. The structure (SMILES) is NN1N=CSS1. As for the multiplicity: 1.


The most stable of them is P.


P.
Formula: CH2NO2S
Source: the OMol25 dataset
Level of theory: ωB97M-V/def2-TZVPD

CARTESIAN COORDINATES (ANGSTROEM)
1 C 1.92 -0.17 -0.22
2 N 1.15 0.14 0.63
3 O 2.69 -0.61 -1.00
4 O -1.89 -0.16 -0.72
5 S -0.15 0.58 1.67
6 H -1.07 0.18 -0.23
7 H -2.65 0.03 -0.14

The value obtained for the orbital gap is 7.19 eV. The HOMO energy comes out at -3.25 eV. The total charge is -1. As for the multiplicity: 1.


Q.
Formula: CH2NO2S
Source: the OMol25 dataset
Level of theory: ωB97M-V/def2-TZVPD

CARTESIAN COORDINATES (ANGSTROEM)
1 N -0.03 0.56 -1.19
2 O -0.74 0.20 0.03
3 C -0.03 -0.66 0.93
4 O 1.11 -0.82 0.65
5 S -1.05 -1.36 2.00
6 H 0.93 0.53 -1.00
7 H -0.18 1.56 -1.43

The value obtained for the orbital gap is 7.39 eV. The HOMO energy comes out at -3.37 eV. The total charge is -1. The structure (SMILES) is NOC([O-])=S. As for the multiplicity: 1.


The most stable of them is P.


P.
Formula: C28H28O3
Source: the OMol25 dataset
Level of theory: ωB97M-V/def2-TZVPD

CARTESIAN COORDINATES (ANGSTROEM)
1 C 0.23 0.65 -6.13
2 C -0.86 0.69 -5.11
3 O -0.29 1.03 -3.83
4 C -1.21 0.95 -2.83
5 C -0.74 1.63 -1.60
6 C 0.66 2.02 -1.50
7 C -1.77 2.05 -0.67
8 C -1.39 3.02 0.43
9 O -2.93 1.60 -0.71
10 O -2.26 0.34 -2.96
11 H -0.21 0.43 -7.11
12 H 0.74 1.62 -6.21
13 H 0.97 -0.12 -5.90
14 H -1.61 1.46 -5.35
15 H -1.36 -0.28 -5.02
16 H 1.17 1.73 -2.42
17 H 0.75 3.12 -1.38
18 H 1.15 1.53 -0.64
19 H -0.35 3.37 0.38
20 H -2.06 3.88 0.36
21 H -1.55 2.53 1.40
22 C 3.33 0.29 5.31
23 C 3.63 -0.57 4.24
24 C 2.67 -0.85 3.26
25 C 1.38 -0.28 3.34
26 C 0.37 -0.53 2.30
27 C 0.80 -0.62 0.95
28 C 0.03 -0.97 -0.14
29 C 0.56 -1.40 -1.41
30 C -0.35 -1.82 -2.42
31 C 0.09 -2.37 -3.61
32 C 1.46 -2.46 -3.87
33 C 2.38 -2.00 -2.92
34 C 1.94 -1.47 -1.70
35 C -1.03 -0.65 2.70
36 C -2.08 -0.20 1.88
37 C -3.42 -0.31 2.26
38 C -3.75 -0.82 3.52
39 C -2.72 -1.24 4.38
40 C -1.39 -1.19 3.97
41 C 1.10 0.59 4.42
42 C 2.06 0.87 5.39
43 H 4.08 0.50 6.07
44 H 4.63 -1.01 4.16
45 H 2.89 -1.55 2.45
46 H 1.87 -0.45 0.80
47 H -1.04 -1.14 -0.03
48 H -1.42 -1.73 -2.21
49 H -0.64 -2.71 -4.34
50 H 1.81 -2.87 -4.82
51 H 3.45 -2.04 -3.13
52 H 2.66 -1.12 -0.96
53 H -1.85 0.29 0.94
54 H -4.18 0.01 1.55
55 H -4.79 -0.88 3.84
56 H -2.95 -1.62 5.37
57 H -0.60 -1.57 4.62
58 H 0.12 1.07 4.47
59 H 1.81 1.55 6.21

The value obtained for the orbital gap is 4.22 eV. The HOMO energy comes out at -6.55 eV. As for the multiplicity: 1.


Q.
Formula: C28H28O3
Source: the OMol25 dataset
Level of theory: ωB97M-V/def2-TZVPD

CARTESIAN COORDINATES (ANGSTROEM)
1 C -5.14 -3.83 -1.05
2 C -4.16 -2.71 -0.88
3 C -4.17 -1.60 -1.72
4 C -3.24 -0.59 -1.55
5 C -2.27 -0.68 -0.55
6 C -1.23 0.44 -0.48
7 C 0.33 -0.10 -0.61
8 C 0.66 -1.44 -0.72
9 C 1.98 -1.87 -0.55
10 C 2.97 -0.90 -0.34
11 O 4.25 -1.23 0.05
12 C 5.02 -2.15 -0.68
13 C 5.99 -1.63 -1.54
14 C 6.70 -2.49 -2.36
15 C 6.48 -3.88 -2.28
16 C 5.55 -4.37 -1.37
17 C 4.81 -3.53 -0.56
18 C 2.69 0.48 -0.36
19 C 1.37 0.85 -0.57
20 C -2.28 -1.77 0.29
21 C -3.19 -2.80 0.12
22 H -4.78 -4.76 -0.59
23 H -6.06 -3.54 -0.52
24 H -5.41 -4.01 -2.10
25 H -4.87 -1.58 -2.56
26 H -3.21 0.26 -2.21
27 H -1.16 0.85 -1.48
28 H -0.13 -2.16 -0.90
29 H 2.23 -2.93 -0.55
30 H 6.15 -0.54 -1.55
31 H 7.42 -2.08 -3.05
32 H 7.04 -4.54 -2.93
33 H 5.40 -5.45 -1.29
34 H 4.07 -3.90 0.15
35 H 3.48 1.22 -0.20
36 H 1.15 1.90 -0.69
37 H -1.50 -1.81 1.07
38 H -3.09 -3.70 0.73
39 C -1.78 5.30 2.73
40 C -1.43 3.96 2.08
41 C -0.06 3.51 2.60
42 C -2.51 2.91 2.34
43 C -2.30 1.57 1.64
44 O -2.69 0.54 2.16
45 C -1.47 1.54 0.39
46 C -1.12 2.87 -0.19
47 O -0.63 2.92 -1.34
48 C -1.38 4.15 0.56
49 H -2.74 5.68 2.35
50 H -1.84 5.18 3.82
51 H -0.99 6.03 2.49
52 H 0.28 2.57 2.16
53 H 0.69 4.28 2.37
54 H -0.11 3.39 3.69
55 H -2.65 2.75 3.42
56 H -3.45 3.30 1.90
57 H -0.68 0.72 0.66
58 H -2.37 4.53 0.22
59 H -0.62 4.89 0.29

The value obtained for the orbital gap is 9.27 eV. The HOMO energy comes out at -8.62 eV. As for the multiplicity: 1.


The most stable of them is P.


P.
Formula: C8H24O8
Source: the OMol25 dataset
Level of theory: ωB97M-V/def2-TZVPD

CARTESIAN COORDINATES (ANGSTROEM)
1 O 3.44 -5.22 -4.31
2 C 2.17 -4.94 -3.68
3 C 1.78 -3.48 -3.99
4 O 1.14 -3.42 -5.26
5 H 3.32 -5.83 -5.04
6 H 1.46 -5.63 -4.15
7 H 2.29 -5.19 -2.63
8 H 2.69 -2.88 -4.09
9 H 1.06 -3.08 -3.29
10 H 1.64 -3.81 -5.97
11 O -0.68 3.50 1.05
12 C -1.86 4.28 0.87
13 C -1.47 5.75 0.81
14 O -0.54 6.03 1.84
15 H 0.01 4.10 1.36
16 H -2.27 3.98 -0.10
17 H -2.61 4.15 1.65
18 H -2.31 6.45 0.73
19 H -0.98 5.99 -0.14
20 H -0.92 6.54 2.56
21 O 1.61 -0.60 -1.77
22 C 0.86 -0.92 -0.60
23 C 0.77 0.31 0.32
24 O -0.60 0.84 0.29
25 H 0.99 -0.02 -2.24
26 H -0.14 -1.28 -0.86
27 H 1.28 -1.79 -0.09
28 H 1.43 1.10 -0.04
29 H 0.87 0.06 1.38
30 H -0.44 1.75 0.59
31 O -0.47 -1.36 4.74
32 C -1.05 -0.21 4.12
33 C -2.20 -0.63 3.20
34 O -1.60 -1.40 2.15
35 H -0.34 -1.93 3.96
36 H -1.46 0.41 4.93
37 H -0.31 0.37 3.56
38 H -2.71 0.22 2.75
39 H -2.93 -1.29 3.68
40 H -0.92 -0.90 1.69

The value obtained for the orbital gap is 10.27 eV. The HOMO energy comes out at -9.88 eV. The structure (SMILES) is OCCO.OCCO.OCCO.OCCO. As for the multiplicity: 1.


Q.
Formula: C8H24O8
Source: the OMol25 dataset
Level of theory: ωB97M-V/def2-TZVPD

CARTESIAN COORDINATES (ANGSTROEM)
1 O -1.85 4.42 -3.25
2 C -1.39 3.10 -3.40
3 C -1.63 2.44 -2.11
4 O -1.08 1.14 -2.17
5 H -1.14 4.90 -3.59
6 H -1.99 2.55 -4.05
7 H -0.39 2.93 -3.71
8 H -2.62 2.55 -1.92
9 H -1.09 2.97 -1.28
10 H -0.05 1.16 -2.36
11 O -2.81 -1.18 -2.26
12 C -2.37 -1.57 -0.96
13 C -0.91 -1.96 -0.99
14 O -0.49 -2.36 0.24
15 H -2.22 -0.32 -2.25
16 H -2.75 -0.60 -0.53
17 H -2.77 -2.39 -0.55
18 H -0.20 -1.23 -1.50
19 H -0.78 -2.82 -1.71
20 H 0.49 -2.83 0.23
21 O -0.56 2.73 1.56
22 C -0.42 1.25 1.33
23 C -0.12 0.50 2.65
24 O -0.57 -0.83 2.60
25 H -1.40 2.91 2.10
26 H -1.30 0.97 0.80
27 H 0.50 1.17 0.55
28 H -0.33 1.07 3.44
29 H 0.80 0.70 2.99
30 H -0.43 -1.15 1.69
31 O 4.04 -0.58 2.46
32 C 3.13 -1.77 2.48
33 C 2.99 -2.19 1.01
34 O 2.10 -3.23 0.82
35 H 4.31 -0.36 3.51
36 H 3.85 -2.68 2.94
37 H 2.07 -1.68 2.88
38 H 4.02 -2.53 0.63
39 H 2.77 -1.40 0.38
40 H 2.62 -3.81 1.30

The value obtained for the orbital gap is 9.86 eV. The HOMO energy comes out at -9.53 eV. The structure (SMILES) is OCCO.OCCO.OCCO.OCCO. As for the multiplicity: 1.


The most stable of them is P.


P.
Formula: C30H30N8O5S3Zr
Source: the OMol25 dataset
Level of theory: ωB97M-V/def2-TZVPD

CARTESIAN COORDINATES (ANGSTROEM)
1 Zr 0.16 -0.54 -0.08
2 C -1.03 1.58 -3.00
3 C 0.15 1.48 -2.08
4 N 0.95 0.47 -2.32
5 N 2.27 0.55 -1.97
6 C 2.92 -0.41 -1.45
7 S 2.36 -1.86 -0.66
8 S 4.68 -0.16 -1.39
9 C 4.93 1.33 -2.39
10 C 4.50 2.64 -1.77
11 C 4.84 2.97 -0.47
12 C 4.46 4.19 0.07
13 C 3.74 5.09 -0.69
14 C 3.40 4.77 -1.99
15 C 3.77 3.55 -2.53
16 C 0.37 2.55 -1.09
17 C -0.11 3.84 -1.33
18 C 0.06 4.85 -0.40
19 C 0.71 4.57 0.80
20 C 1.18 3.30 1.07
21 C 0.99 2.27 0.14
22 O 1.36 1.03 0.45
23 H -0.77 2.26 -3.82
24 H -1.92 1.96 -2.50
25 H -1.24 0.61 -3.44
26 H 4.46 1.19 -3.36
27 H 6.01 1.35 -2.54
28 H 5.39 2.25 0.14
29 H 4.73 4.43 1.09
30 H 3.44 6.04 -0.27
31 H 2.82 5.47 -2.59
32 H 3.48 3.29 -3.54
33 H -0.62 4.06 -2.26
34 H -0.31 5.84 -0.60
35 H 0.85 5.35 1.53
36 H 1.66 3.07 2.01
37 C 1.88 -2.81 3.60
38 C 1.03 -2.25 2.51
39 N 1.13 -1.06 2.06
40 O 2.07 -0.27 2.61
41 C 0.01 -3.06 1.85
42 C -0.36 -4.44 2.27
43 N -0.63 -2.45 0.89
44 O -1.65 -3.04 0.36
45 H 2.54 -2.05 4.00
46 H 2.49 -3.63 3.20
47 H 1.26 -3.22 4.39
48 H 2.06 0.47 1.98
49 H 0.46 -4.94 2.78
50 H -0.64 -5.00 1.38
51 H -1.24 -4.44 2.92
52 N -5.93 -3.62 3.34
53 C -5.14 -2.71 2.68
54 C -5.55 -2.19 1.44
55 C -4.74 -1.30 0.76
56 C -3.51 -0.93 1.30
57 C -3.09 -1.44 2.51
58 C -3.90 -2.32 3.20
59 S -2.55 0.23 0.43
60 O -3.30 1.42 0.22
61 O -1.28 0.42 1.22
62 N -1.92 -0.31 -0.93
63 C -1.91 -1.47 -1.66
64 N -0.63 -1.82 -1.88
65 C -0.38 -2.83 -2.70
66 C -1.43 -3.49 -3.31
67 C -2.72 -3.05 -3.01
68 N -2.98 -2.02 -2.22
69 H -6.89 -3.67 3.08
70 H -5.75 -3.75 4.32
71 H -6.50 -2.48 1.02
72 H -5.06 -0.90 -0.19
73 H -2.13 -1.14 2.92
74 H -3.58 -2.72 4.16
75 H 0.66 -3.10 -2.84
76 H -1.27 -4.32 -3.98
77 H -3.58 -3.53 -3.46

The value obtained for the orbital gap is 7.33 eV. The HOMO energy comes out at -7.72 eV. As for the multiplicity: 1.


Q.
Formula: C30H30N8O5S3Zr
Source: the OMol25 dataset
Level of theory: ωB97M-V/def2-TZVPD

CARTESIAN COORDINATES (ANGSTROEM)
1 Zr 0.59 0.25 -0.69
2 C 0.68 -0.92 3.78
3 C 0.80 -0.92 2.29
4 N 0.51 0.13 1.59
5 N 0.17 1.28 2.31
6 C 0.65 2.35 1.78
7 S 1.59 2.46 0.32
8 S 0.31 3.83 2.70
9 C 2.04 4.15 3.22
10 C 2.60 3.02 4.04
11 C 3.50 2.12 3.48
12 C 3.97 1.04 4.21
13 C 3.55 0.85 5.52
14 C 2.65 1.75 6.09
15 C 2.17 2.82 5.35
16 C 1.28 -2.13 1.61
17 C 1.10 -3.38 2.20
18 C 1.59 -4.53 1.63
19 C 2.33 -4.44 0.45
20 C 2.56 -3.22 -0.15
21 C 2.02 -2.05 0.41
22 O 2.19 -0.89 -0.22
23 H 0.76 0.08 4.18
24 H 1.45 -1.56 4.22
25 H -0.30 -1.32 4.06
26 H 1.98 5.07 3.80
27 H 2.65 4.35 2.34
28 H 3.82 2.26 2.45
29 H 4.67 0.35 3.76
30 H 3.92 0.01 6.10
31 H 2.31 1.61 7.11
32 H 1.45 3.50 5.78
33 H 0.54 -3.45 3.13
34 H 1.42 -5.50 2.09
35 H 2.73 -5.34 -0.01
36 H 3.11 -3.12 -1.07
37 C -2.20 -3.38 -0.53
38 C -1.20 -2.33 -0.90
39 N -1.15 -1.18 -0.30
40 O -2.09 -0.98 0.70
41 C -0.26 -2.58 -1.96
42 C -0.19 -3.86 -2.72
43 N 0.55 -1.57 -2.21
44 O 1.41 -1.64 -3.13
45 H -2.93 -3.01 0.17
46 H -1.67 -4.23 -0.09
47 H -2.69 -3.75 -1.43
48 H -2.13 -0.01 0.76
49 H -0.97 -3.93 -3.48
50 H -0.27 -4.72 -2.06
51 H 0.77 -3.90 -3.23
52 N -7.18 1.07 -3.33
53 C -5.88 1.30 -2.93
54 C -5.26 2.52 -3.20
55 C -3.94 2.74 -2.85
56 C -3.23 1.73 -2.22
57 C -3.82 0.50 -1.94
58 C -5.14 0.29 -2.30
59 S -1.55 2.02 -1.79
60 O -1.40 1.56 -0.39
61 O -1.24 3.39 -2.06
62 N -0.65 0.96 -2.55
63 C 0.46 1.34 -3.30
64 N 1.59 1.16 -2.59
65 C 2.76 1.29 -3.21
66 C 2.80 1.68 -4.53
67 C 1.58 1.90 -5.16
68 N 0.40 1.72 -4.56
69 H -7.75 1.88 -3.50
70 H -7.67 0.32 -2.86
71 H -5.82 3.31 -3.69
72 H -3.46 3.68 -3.05
73 H -3.26 -0.28 -1.45
74 H -5.61 -0.66 -2.09
75 H 3.65 1.09 -2.62
76 H 3.73 1.80 -5.06
77 H 1.55 2.23 -6.19

The value obtained for the orbital gap is 7.60 eV. The HOMO energy comes out at -7.74 eV. As for the multiplicity: 1.


The most stable of them is Q.